ORCA calculation (ωB97M-V with the def2-TZVPD basis set) on a cluster of 2 separate species, C3H5NO3 in total in a non-equilibrium geometry.

```
! RIJCOSX wB97M-V def2-TZVPD def2/J DEFGRID3
* xyz 0 1
C 0.23245 0.10763 -0.28649
C 2.19264 -0.10837 -1.10378
C 1.84593 1.15772 -1.22083
H -1.11627 0.65332 0.97123
H 3.06445 -0.60996 -1.34077
H 2.33149 2.09311 -1.50108
H -3.63744 -0.97028 1.25871
H -2.39043 -1.20984 2.23827
N 1.14612 -0.81092 -0.51151
O -0.93503 -0.08455 0.32813
O 0.55879 1.33000 -0.74584
O -3.29270 -1.54787 1.91395
*
```

- Gap between HOMO and LUMO: 9.5607 eV
- Lowest unoccupied orbital energy: 0.007 Eh
- Maximum force: 3.0 eV/Å
- Structure (SMILES): Oc1ncco1.O
- ΔE to the lowest compared entry with this formula, charge and spin: 49.08 kcal per mole